ORCA calculation (the ωB97M-V functional and the def2-TZVPD basis) on C2HNO4 as an isolated structure.

Geometry as XYZ:
```
8
Properties=species:S:1:pos:R:3:forces:R:3:nbo_charge:R:1
C 1.647616 -0.070840 -0.263317 0.115 2.612 2.178 0.6470
C -1.902282 0.487058 0.413903 0.444 0.889 -0.092 0.7715
N -1.061117 -0.425197 0.063110 0.464 -0.668 -1.214 0.1111
O 0.518574 0.407372 0.258581 -1.077 0.185 0.615 -0.4875
O 1.912110 -0.881792 -1.049944 0.205 -1.833 -1.616 -0.5269
O -2.453040 1.507265 0.273029 0.301 -1.117 0.226 -0.3705
O -1.029672 -1.645356 0.005415 -0.403 0.591 0.512 -0.2675
H 2.367812 0.621490 0.299222 -0.049 -0.660 -0.610 0.1227
```
Positions in Å, forces in eV/Å.

Computed properties:
**Energy above the lowest of the compared OMol25 structures with the same formula, charge and spin**: 125.8 kcal per mole
**E_LUMO (spin up / spin down)**: -2.3821 / -2.3545 eV